Computed, not measured: F2O2S in the gas phase at a distorted geometry, with ωB97M-V/def2-TZVPD.

Structure (XYZ):
```
5
Properties=species:S:1:pos:R:3:lowdin_charge:R:1
O 0.543 -0.897 -0.551 -0.312
O -0.051 1.684 0.172 -0.449
F 1.460 -1.055 0.505 -0.040
F -1.800 -0.144 0.284 -0.319
S -0.522 0.362 -0.667 1.119
```

Output
HOMO level (alpha / beta)	-11.8 / -11.8	eV
DFT total energy	-20359.689	eV
energy relative to the best compared isomer or geometry (same formula, charge and spin)	116.2	kcal per mole
F_max	7.97	eV/A